Density functional theory data (ωB97M-V with the def2-TZVPD basis set) for 3 unconnected molecules or ions with the total composition C6H13O7P.

As for the SMILES: O=C1OCCO1.O=C1OCCO1.O[PH4]. The HOMO energy comes out at -9.1 eV.

Each line ends with the Löwdin charge.
CARTESIAN COORDINATES (ANGSTROEM)
O 2.916 1.275 -0.532  0.13
C 1.831 1.051 -0.101  -0.58
O 1.086 -0.032 -0.416  0.06
C -0.042 -0.077 0.467  -0.12
C -0.180 1.373 0.889  -0.12
O 1.174 1.838 0.778  0.06
H -0.910 -0.463 -0.053  0.11
H 0.203 -0.730 1.306  0.13
H -0.812 1.950 0.216  0.12
H -0.532 1.499 1.909  0.13
O -2.968 0.591 0.212  0.16
C -3.850 -0.014 -0.312  -0.56
O -5.016 0.523 -0.721  0.07
C -5.714 -0.452 -1.504  -0.11
C -5.116 -1.753 -1.000  -0.11
O -3.812 -1.338 -0.579  0.06
H -6.783 -0.361 -1.332  0.13
H -5.495 -0.273 -2.557  0.13
H -5.650 -2.149 -0.135  0.13
H -5.027 -2.523 -1.761  0.13
O 7.715 -0.360 0.875  -0.45
P 6.023 -0.025 0.773  0.64
H 8.264 0.352 0.521  0.00
H 5.980 -0.432 -0.574  -0.02
H 6.235 1.333 1.094  -0.02
H 5.873 -0.995 1.782  -0.02
H 4.606 0.192 0.754  -0.12